[1]
A structure of composition C16H25N2O at a distorted geometry, computed with the ωB97M-V functional and the def2-TZVPD basis.

```
! RIJCOSX wB97M-V def2-TZVPD def2/J DEFGRID3
* xyz 1 1
C 7.097 0.682 -0.488
C 5.910 0.032 -0.174
C 4.703 0.774 -0.394
C 3.403 0.047 -0.018
C 3.377 -1.359 0.434
C 4.508 -1.911 0.834
C 5.661 -1.352 0.577
H 6.665 -1.716 0.448
H 4.519 -2.779 1.137
H 2.470 -1.702 0.871
N 2.105 1.017 -0.216
C 0.796 0.601 -0.067
O 0.551 -0.734 0.447
C -0.110 1.664 -0.282
H 0.217 2.194 -1.257
H -0.333 2.179 0.687
C -1.434 0.794 -0.689
N -1.981 -0.085 0.338
C -2.702 -0.984 -0.375
C -4.223 -0.527 -0.578
C -5.072 -1.722 -1.360
H -6.131 -1.263 -1.390
H -4.560 -2.018 -2.100
H -5.207 -2.462 -0.364
C -4.857 0.200 0.301
C -3.886 1.142 1.132
C -2.571 0.385 1.448
H -1.896 1.516 1.810
H -2.740 -0.250 2.318
H -4.372 1.450 2.140
H -3.897 2.075 0.404
H -5.858 0.421 0.153
H -4.992 -0.716 1.303
H -4.115 0.073 -1.485
H -2.335 -1.593 -1.172
H -2.871 -1.669 0.484
H -0.972 -0.475 0.382
H -2.215 1.760 -0.623
H -1.349 0.475 -1.672
H 2.228 1.849 -0.562
H 4.609 1.590 -0.656
H 6.748 1.756 -0.724
H 7.621 0.699 0.311
H 7.489 -0.058 -1.311
*
```

Summary:
Energy relative to the best compared isomer or geometry (same formula, charge and spin): 339.2 kcal per mole
E_LUMO: -3.0 eV

Okay, here come the natural (NBO) numbers, in e, for every atom: C -0.641; C 0.081; C -0.208; C 0.182; C -0.231; C -0.214; C -0.171; H 0.215; H 0.207; H 0.250; N -0.519; C 0.641; O -0.704; C -0.526; H 0.275; H 0.276; C -0.225; N -0.490; C -0.234; C -0.241; C -0.537; H 0.232; H 0.186; H 0.197; C -0.345; C -0.436; C -0.210; H 0.220; H 0.274; H 0.259; H 0.219; H 0.251; H 0.107; H 0.193; H 0.263; H 0.204; H 0.507; H 0.234; H 0.247; H 0.381; H 0.140; H 0.226; H 0.223; H 0.245

[2]
A cluster of 3 separate species, C26H54I2N2O5P in total at a distorted geometry, computed with the ωB97M-V functional and the def2-TZVPD basis.

```
! RIJCOSX wB97M-V def2-TZVPD def2/J DEFGRID3
* xyz -1 3
C 1.018 -3.641 6.133
C 0.188 -2.753 5.197
C 0.955 -2.062 4.071
O 0.803 -2.724 2.834
P 2.107 -3.712 2.298
C 2.986 -2.060 1.757
I 5.103 -2.239 2.069
C 2.644 -1.645 0.345
C 3.305 -2.463 -0.756
I 3.066 0.517 0.030
O 1.277 -3.852 0.798
C 1.006 -5.181 0.457
C 1.075 -6.042 1.732
O 1.300 -5.194 2.799
H 2.079 -3.434 6.005
H 0.873 -4.699 5.927
H 0.782 -3.450 7.179
H -0.289 -1.974 5.796
H -0.614 -3.328 4.737
H 0.589 -1.040 3.952
H 2.010 -1.985 4.357
H 3.208 -4.492 1.791
H 2.724 -3.643 3.580
H 2.733 -1.262 2.441
H 1.568 -1.649 0.233
H 3.904 -1.861 -1.430
H 3.906 -3.256 -0.322
H 2.528 -2.939 -1.353
H 0.002 -5.222 0.022
H 1.697 -5.548 -0.310
H 1.872 -6.796 1.631
H 0.141 -6.604 1.852
C 1.244 6.446 -4.144
C 2.136 5.444 -3.386
C 2.405 4.203 -4.235
C 1.203 3.278 -4.367
C 0.638 2.915 -2.997
C 0.309 4.126 -2.112
N 1.515 5.026 -2.080
O 2.422 4.630 -1.267
C -0.942 4.858 -2.612
C -0.005 3.653 -0.711
C 3.450 6.143 -3.068
H 0.666 7.056 -3.449
H 1.872 7.117 -4.730
H 0.554 5.967 -4.835
H 3.232 3.648 -3.783
H 2.742 4.537 -5.220
H 0.431 3.743 -4.988
H 1.505 2.368 -4.890
H -0.278 2.329 -3.116
H 1.360 2.263 -2.451
H -1.096 5.783 -2.054
H -1.805 4.213 -2.442
H -0.921 5.097 -3.672
H 0.799 3.058 -0.287
H -0.892 3.020 -0.768
H -0.206 4.486 -0.035
H 3.288 6.998 -2.410
H 3.883 6.499 -4.004
H 4.157 5.472 -2.590
C -4.218 -1.334 -1.424
C -2.926 -0.681 -0.898
C -1.845 -1.730 -0.660
C -2.089 -2.597 0.569
C -2.331 -1.733 1.798
C -3.433 -0.711 1.623
N -3.163 0.078 0.381
O -2.272 0.992 0.563
C -4.808 -1.388 1.584
C -3.438 0.260 2.794
C -2.451 0.320 -1.942
H -5.094 -0.746 -1.149
H -4.179 -1.384 -2.512
H -4.357 -2.350 -1.061
H -0.885 -1.217 -0.543
H -1.767 -2.348 -1.559
H -2.934 -3.276 0.404
H -1.218 -3.222 0.748
H -2.574 -2.354 2.660
H -1.407 -1.205 2.039
H -5.587 -0.667 1.328
H -5.026 -1.786 2.576
H -4.866 -2.219 0.887
H -2.463 0.716 2.942
H -3.706 -0.293 3.696
H -4.171 1.055 2.640
H -3.182 1.119 -2.082
H -2.325 -0.209 -2.888
H -1.499 0.766 -1.665
*
```

Summary:
Energy relative to the best compared isomer or geometry (same formula, charge and spin): 0.0 kcal per mole
E_LUMO (spin up / spin down): 2.3 / 2.3 eV

Okay, here come the Mulliken numbers, in e, for every atom: C -1.222; C -0.470; C -0.920; O -0.097; P 0.167; C -1.300; I 0.027; C 1.464; C -0.993; I -0.036; O -0.164; C -0.606; C -0.390; O -0.656; H 0.289; H 0.244; H 0.356; H 0.463; H 0.187; H 0.254; H 0.740; H 0.162; H 0.062; H 0.697; H -0.944; H 0.400; H 0.307; H 0.138; H 0.233; H 0.220; H 0.303; H 0.299; C -1.842; C 1.839; C -1.271; C -0.770; C -0.478; C 1.745; N 0.463; O -0.600; C -1.744; C -1.656; C -1.945; H 0.317; H 0.495; H 0.301; H 0.428; H 0.344; H 0.330; H 0.417; H -0.010; H 0.202; H 0.362; H 0.398; H 0.318; H 0.275; H 0.357; H 0.471; H 0.447; H 0.460; H 0.384; C -2.162; C 2.529; C -1.243; C 0.224; C -1.365; C 2.197; N 0.465; O -0.614; C -1.838; C -2.200; C -2.154; H 0.323; H 0.557; H 0.301; H -0.061; H 0.487; H 0.332; H -0.501; H 0.679; H 0.146; H 0.391; H 0.420; H 0.318; H 0.363; H 0.430; H 0.501; H 0.520; H 0.490; H 0.212

[3]
A cluster of 7 separate species, C26H62O22P4 in total at a distorted geometry, computed with the ωB97M-V functional and the def2-TZVPD basis.

```
! RIJCOSX wB97M-V def2-TZVPD def2/J DEFGRID3
* xyz 0 1
C 0.260 -0.475 2.726
O 0.391 0.013 1.393
P -0.404 -0.857 0.194
O -0.261 -2.395 0.141
O -1.904 -0.360 0.392
C -2.741 -0.518 -0.668
O 0.150 -0.077 -1.085
C 1.225 -0.613 -1.781
H 0.734 -1.454 2.652
H -0.731 -0.842 2.991
H 0.366 0.028 3.687
H -2.286 -1.154 -1.427
H -2.786 0.346 -1.331
H -3.802 -0.719 -0.519
H 1.845 -1.267 -1.168
H 1.835 0.136 -2.286
H 0.776 -1.291 -2.508
C 1.933 7.632 3.742
O 1.823 6.204 3.588
P 1.536 5.150 4.785
O 2.174 5.645 6.039
O -0.062 4.949 4.799
C -0.922 5.766 5.495
O 2.234 3.793 4.171
C 1.791 3.335 2.850
H 1.145 8.070 3.130
H 2.849 7.977 3.264
H 1.967 8.000 4.767
H -1.151 6.565 4.789
H -0.429 6.267 6.328
H -1.940 5.495 5.775
H 1.249 2.390 2.872
H 2.654 3.300 2.184
H 1.098 4.109 2.521
C 3.584 -1.290 6.659
O 4.139 -0.193 5.954
P 3.312 1.142 5.544
O 1.866 0.830 5.335
O 3.664 2.209 6.696
C 2.664 2.719 7.505
O 4.104 1.660 4.282
C 4.397 0.807 3.165
H 4.006 -1.331 7.663
H 3.805 -2.244 6.179
H 2.510 -1.111 6.708
H 2.199 1.933 8.099
H 2.052 3.288 6.804
H 3.210 3.386 8.172
H 4.371 -0.225 3.517
H 5.440 1.010 2.921
H 3.694 0.982 2.351
C -1.529 -4.521 -5.070
O -1.978 -3.652 -4.057
P -3.521 -3.037 -4.073
O -4.526 -3.524 -5.131
O -3.246 -1.475 -4.144
C -4.375 -0.576 -4.408
O -4.019 -3.223 -2.556
C -4.268 -4.530 -2.084
H -1.577 -5.518 -4.632
H -0.540 -4.274 -5.455
H -2.051 -4.335 -6.009
H -4.422 -0.449 -5.490
H -5.393 -0.906 -4.201
H -4.209 0.411 -3.976
H -5.271 -4.559 -1.659
H -3.539 -4.805 -1.323
H -4.256 -5.235 -2.916
O -1.056 4.204 -7.396
C -0.068 3.560 -6.638
C -0.474 2.467 -5.827
C 0.450 1.902 -4.905
C 1.835 2.323 -5.060
O 2.802 1.697 -4.344
C 2.171 3.397 -5.921
C 1.248 4.064 -6.691
H -1.957 3.903 -7.256
H -1.493 2.110 -5.832
H 0.192 1.069 -4.267
H 3.582 2.225 -4.157
H 3.186 3.765 -5.917
H 1.394 4.991 -7.225
C 1.228 -6.718 -7.675
O 1.580 -7.171 -6.337
C 2.819 -6.950 -5.855
C 2.897 -5.700 -4.888
O 2.510 -4.435 -5.519
C 2.511 -3.345 -4.531
H 2.029 -6.974 -8.368
H 1.115 -5.634 -7.642
H 0.288 -7.113 -8.062
H 3.564 -6.953 -6.651
H 3.151 -7.839 -5.319
H 3.933 -5.588 -4.566
H 2.390 -5.889 -3.942
H 2.269 -3.629 -3.507
H 1.736 -2.750 -5.014
H 3.499 -2.895 -4.635
C -5.297 -0.864 2.983
O -4.763 0.302 3.612
C -3.342 0.255 3.660
C -2.809 1.562 4.347
O -3.473 1.843 5.594
C -3.323 0.895 6.673
H -4.679 -1.453 2.305
H -6.149 -0.639 2.342
H -5.694 -1.582 3.701
H -2.815 0.012 2.737
H -3.054 -0.615 4.252
H -3.221 2.285 3.643
H -1.728 1.644 4.458
H -3.772 -0.025 6.299
H -3.802 1.258 7.583
H -2.324 0.517 6.890
*
```

Summary:
E_LUMO: 0.3 eV

Mulliken population analysis, charges in e, atoms 1 to 99: C -0.567; O 0.102; P 0.793; O -0.736; O -0.324; C -0.843; O -0.199; C -0.727; H 0.344; H 0.072; H 0.209; H 0.181; H 0.374; H 0.362; H 0.381; H 0.323; H 0.162; C -0.756; O -0.391; P 0.493; O -0.760; O -0.078; C -0.911; O 0.252; C -0.584; H 0.295; H 0.271; H 0.307; H 0.355; H 0.360; H 0.288; H 0.067; H 0.226; H 0.457; C -0.589; O -0.382; P 1.115; O -0.433; O -0.322; C -0.303; O -0.303; C -0.666; H 0.243; H 0.244; H 0.243; H 0.293; H -0.038; H 0.191; H 0.335; H 0.260; H 0.169; C -0.594; O -0.064; P 0.670; O -0.743; O 0.016; C -0.825; O -0.215; C -0.775; H 0.296; H 0.071; H 0.342; H 0.304; H 0.326; H 0.300; H 0.268; H 0.265; H 0.346; O -0.536; C 0.872; C -0.742; C -0.383; C 0.482; O -0.477; C -0.384; C -0.869; H 0.291; H 0.314; H 0.472; H 0.302; H 0.264; H 0.397; C -0.642; O -0.336; C -0.631; C -0.465; O -0.347; C -0.814; H 0.320; H 0.235; H 0.252; H 0.386; H 0.348; H 0.389; H 0.332; H 0.350; H 0.250; H 0.382; C -0.821

[4]
A cluster of 2 separate species, C4H7NOS in total at a distorted geometry, computed with the ωB97M-V functional and the def2-TZVPD basis.

```
! RIJCOSX wB97M-V def2-TZVPD def2/J DEFGRID3
* xyz 0 1
C -1.531 -1.000 -0.216
C -0.939 0.315 -0.309
C -0.141 0.798 0.668
S 0.563 2.441 0.588
H -1.570 -1.506 -1.210
H -2.546 -0.841 0.004
H -1.010 -1.701 0.463
H -1.187 1.014 -1.293
H 0.107 0.169 1.469
H -0.407 2.724 -0.389
N 1.351 -1.955 0.126
C 1.948 -0.989 -0.059
O 2.654 -0.005 -0.321
H 2.708 0.537 0.480
*
```

Summary:
Energy relative to the best compared isomer or geometry (same formula, charge and spin): 64.8 kcal per mole
E_LUMO: 0.3 eV

Okay, here come the natural (NBO) numbers, in e, for every atom: C -0.667; C -0.156; C -0.395; S -0.036; H 0.222; H 0.220; H 0.250; H 0.195; H 0.219; H 0.151; N -0.457; C 0.557; O -0.622; H 0.520